{
  "formula": "H10N4Si2",
  "method": "ωB97M-V/def2-TZVPD",
  "species": ["N", "N", "N", "N", "Si", "Si", "H", "H", "H", "H", "H", "H", "H", "H", "H", "H"],
  "coordinates": [[1.4146, 1.0024, 2.0485], [1.6669, 0.4290, -0.8674], [-2.2657, 0.2533, 0.4246], [-0.8327, -0.8949, -1.9471], [1.0487, -0.0599, 0.6862], [-1.0458, -0.8904, -0.1837], [0.5540, 1.3164, 2.3942], [1.9352, 1.8418, 2.0400], [2.4034, 0.9934, -1.1823], [1.4410, -0.1949, -1.6593], [-2.3631, 1.1800, 0.0933], [-3.1236, -0.1385, 0.7331], [0.0313, -1.4011, -2.3486], [-0.9473, 0.0599, -2.3659], [1.6708, -1.3929, 1.8000], [-1.5877, -2.1035, 0.3343]],
  "forces_ev_per_a": [[-0.307, -0.456, -1.170], [-0.861, -1.453, -0.255], [1.400, -1.330, -0.606], [0.987, -0.105, -0.530], [1.327, -2.408, 1.741], [0.110, 2.506, 0.167], [-1.792, 0.363, 1.043], [1.056, 0.810, -0.614], [1.312, 0.902, 0.279], [-0.065, 0.640, 0.976], [-0.090, 0.828, -0.211], [-0.739, -0.152, 0.081], [-2.117, 1.200, 0.798], [0.391, -1.434, 0.411], [-0.602, 1.179, -2.325], [-0.010, -1.089, 0.214]],
  "e_homo_ev": -7.9,
  "orbital_gap_ha": 0.3143,
  "de_lowest_kcal_mol": 32.46,
  "lumo_ev": 0.7,
  "e_tot_ev": -21878.8823
}